No. 1
ORCA calculation (ωB97M-V/def2-TZVPD) on C17H28Cl3GaN5O2P as an isolated structure at a distorted geometry.

## Properties
Highest occupied orbital energy (spin up / spin down) in eV: -12.914 / -12.899
Net charge: +2
LUMO (spin up / spin down) in Eh: -0.2634 / -0.2579

Each line ends with the Löwdin charge.
Positions of all 57 atoms, in Å:
Ga 0.33 -0.59 0.58  0.350
N 1.41 0.99 -0.41  0.030
C 2.84 1.05 0.03  -0.136
C 3.23 -0.27 0.70  -0.151
N 2.32 -1.32 0.21  -0.077
C 2.55 -2.67 0.79  -0.142
C 1.55 -2.91 1.90  -0.184
N 0.19 -2.63 1.37  0.039
H 1.35 0.69 -1.38  0.105
H 1.01 1.92 -0.38  0.094
H 2.96 1.87 0.73  0.134
H 3.47 1.25 -0.84  0.130
H 3.11 -0.21 1.78  0.124
H 4.27 -0.52 0.49  0.138
H 2.44 -1.39 -0.80  0.138
H 3.56 -2.76 1.17  0.139
H 2.41 -3.41 0.00  0.137
H 1.72 -2.23 2.74  0.121
H 1.63 -3.94 2.27  0.137
H -0.49 -2.76 2.12  0.114
H -0.03 -3.30 0.64  0.111
C -3.05 2.12 -2.34  -0.236
P -3.37 2.00 -0.54  0.910
C -0.86 2.30 1.08  -0.331
C -4.87 2.76 0.07  -0.426
C -4.93 4.16 0.12  -0.093
C -6.07 4.78 0.59  -0.053
C -7.16 4.02 0.99  -0.038
C -7.12 2.63 0.92  -0.056
C -5.97 2.00 0.47  -0.090
H -3.84 1.58 -2.86  0.048
H -2.08 1.72 -2.63  0.038
H -3.12 3.17 -2.61  0.048
H -2.72 1.31 1.87  0.072
H -0.79 3.27 0.59  0.121
H -1.26 0.72 -0.42  0.026
H -4.07 4.75 -0.19  0.106
H -6.12 5.86 0.64  0.118
H -8.05 4.50 1.36  0.121
H -7.97 2.04 1.22  0.117
H -5.93 0.92 0.41  0.102
Cl -1.35 -0.53 4.54  0.731
C -0.98 0.97 3.79  -1.058
Cl -2.00 2.28 4.20  0.773
Cl -1.99 1.01 0.72  0.508
C -0.03 1.00 2.85  -0.594
O 0.00 2.24 2.12  -0.032
O 0.69 0.01 2.40  -0.060
N -1.34 -1.95 -1.43  -0.126
C -2.46 -2.36 -0.87  -0.092
C -3.12 -1.74 0.25  -0.106
C -2.74 -0.53 0.64  -0.207
N -0.34 -1.16 -1.11  -0.026
H -1.22 -2.33 -2.37  0.169
H -2.92 -3.21 -1.36  0.132
H -4.01 -2.19 0.66  0.126
H -1.19 0.45 1.73  0.008

---

No. 2
ORCA calculation (ωB97M-V/def2-TZVPD) on a 2-piece molecular cluster, C10H10FO2Se overall at a distorted geometry.

## Properties
Highest occupied orbital energy in eV: -3.474
Net charge: -1
LUMO in Eh: 0.1215

Each line ends with the Löwdin charge.
Positions of all 24 atoms, in Å:
C 0.56 -3.90 0.48  -0.173
C 1.38 -2.79 0.67  -0.077
C -0.58 -3.95 -0.22  -0.120
C 0.92 -1.58 0.10  -0.137
C -0.99 -2.73 -0.81  -0.134
C -0.29 -1.55 -0.56  -0.550
C -0.58 1.28 1.77  -0.636
C 0.22 4.06 -0.22  -0.056
C 0.08 1.48 -0.23  -0.447
C -0.58 2.79 -0.75  -0.494
O -1.40 0.45 1.72  0.075
O 0.10 2.08 2.31  0.044
F -0.68 2.80 -2.16  -0.150
Se -0.76 0.12 -1.43  0.977
H 0.97 -4.75 0.98  0.077
H 2.39 -2.76 1.17  0.112
H -1.30 -4.82 -0.31  0.117
H 1.64 -0.83 -0.20  0.091
H -2.00 -2.62 -1.29  0.105
H 1.23 3.97 -0.58  0.053
H -0.06 5.13 -0.37  0.073
H 0.24 3.78 0.81  0.033
H 1.21 1.52 -0.49  0.066
H -1.72 2.81 -0.40  0.152